Molecular formula: C26H29AsF2MnN5O3Se
Method: DFT, ωB97M-V with the def2-TZVPD basis set

```
! RIJCOSX wB97M-V def2-TZVPD def2/J DEFGRID3
* xyz 3 2
Mn -0.0219 -0.0123 2.0160
N -0.8642 -0.7391 3.8197
C -0.6331 -2.2147 3.8746
C 0.2218 -2.6780 2.7071
O 0.5392 -3.8154 2.5098
N 0.5321 -1.6266 1.8423
C 1.2242 -1.9085 0.6010
C 0.8444 -0.7702 -0.2975
O 0.8566 -0.9538 -1.5711
O 0.4966 0.3153 0.2272
H -0.5012 -0.3263 4.6739
H -1.8627 -0.5714 3.8840
H -1.5732 -2.7634 3.8229
H -0.1535 -2.5244 4.8008
H 0.9597 -2.8821 0.1832
H 2.3145 -1.9156 0.7269
F -4.5216 -2.4108 0.6319
C -3.9052 -1.2641 0.8663
C -2.5782 -1.3040 1.2837
C -1.9224 -0.1085 1.5284
C -2.5773 1.1175 1.3694
C -3.9015 1.1005 0.9252
F -4.5426 2.2458 0.7195
C -4.5827 -0.0758 0.6825
C -1.7625 2.2973 1.6610
C -2.1802 3.6210 1.5776
C -1.2699 4.6418 1.7869
C 0.0547 4.3117 2.0380
C 0.3910 2.9795 2.1339
N -0.4909 1.9756 2.0047
H -2.1210 -2.2797 1.3915
H -5.6187 -0.0594 0.3702
H -3.2068 3.8530 1.3458
H -1.5859 5.6749 1.7345
H 0.8090 5.0749 2.1670
H 1.4222 2.7085 2.3117
C -1.4048 -1.7200 -4.6273
N -0.2129 -0.9918 -5.0346
C 0.5310 -0.1697 -4.2816
Se 0.1717 0.5404 -2.5794
N 1.5432 0.3060 -5.0315
C 1.4625 -0.2099 -6.2998
C 2.2415 -0.0190 -7.4404
C 1.8561 -0.7124 -8.5622
C 0.7356 -1.5729 -8.5578
C -0.0392 -1.7643 -7.4391
C 0.3373 -1.0562 -6.2968
H -1.6951 -1.4227 -3.6241
H -1.2109 -2.7916 -4.6465
H -2.2176 -1.5008 -5.3175
H 2.2533 0.9464 -4.7049
H 3.0997 0.6392 -7.4421
H 2.4232 -0.5986 -9.4756
H 0.4799 -2.0966 -9.4688
H -0.8943 -2.4262 -7.4523
C 3.5709 1.0363 2.9785
As 1.8142 0.4835 3.6232
C 2.3272 -1.0141 4.7623
C 1.4140 1.7814 5.0264
H 4.2795 0.9078 3.7949
H 3.5834 2.0798 2.6696
H 3.8886 0.4160 2.1419
H 3.2475 -0.7188 5.2639
H 2.5201 -1.9350 4.2135
H 1.5784 -1.1974 5.5317
H 2.0740 1.5705 5.8664
H 0.3797 1.6919 5.3599
H 1.5736 2.8059 4.6992
*
```

Gap between HOMO and LUMO (alpha / beta), eV: 6.003 / 6.671
Expectation value of S²: 1.166
LUMO energy (alpha / beta), eV: -10.35 / -9.68

Results of the Mulliken charge analysis, in e, for atoms 1 through 6: number 1, Mn, carries -0.2099; number 2, N, carries -0.5436; number 3, C, carries -0.7756; number 4, C, carries 0.3611; number 5, O, carries -0.5206; number 6, N, carries 0.3237